Molecular formula: C32H40F8O26
Method: DFT, the ωB97M-V functional and the def2-TZVPD basis

Last column: Mulliken charge in e.
CARTESIAN COORDINATES (ANGSTROEM)
C (5.863, 0.686, -1.825)  -0.649
C (5.100, -0.022, -0.697)  -0.413
C (4.277, 1.103, -0.125)  0.519
O (4.488, 2.209, -1.036)  -0.471
C (4.862, 1.723, -2.337)  -0.344
H (6.204, 0.032, -2.627)  0.378
H (6.754, 1.218, -1.492)  0.251
H (5.789, -0.427, 0.045)  0.256
H (4.403, -0.799, -1.011)  0.187
H (4.667, 1.352, 0.862)  0.279
H (3.227, 0.842, 0.004)  -0.440
H (5.354, 2.420, -3.015)  0.341
H (3.955, 1.369, -2.827)  0.158
C (0.699, 0.142, -0.116)  1.181
C (-0.692, -0.464, 0.094)  0.484
C (-1.148, -0.513, -1.322)  -0.086
O (-0.613, 0.732, -1.857)  -0.281
C (0.495, 1.245, -1.097)  -0.008
H (1.432, -0.601, -0.433)  0.001
H (1.047, 0.629, 0.794)  -1.074
H (-1.307, 0.246, 0.647)  0.204
H (-0.767, -1.468, 0.511)  -0.567
H (-2.228, -0.554, -1.460)  -0.172
H (-0.689, -1.394, -1.771)  0.236
H (0.319, 2.187, -0.576)  -0.157
H (1.335, 1.364, -1.781)  0.145
C (-4.485, -1.044, 0.327)  -0.282
C (-4.858, -1.327, 1.727)  0.229
O (-3.859, -2.155, 2.190)  -0.282
C (-3.307, -2.784, 1.100)  0.534
O (-2.641, -3.835, 1.139)  -0.616
O (-3.782, -2.210, -0.073)  -0.143
F (-6.026, -1.955, 1.753)  -0.331
H (-4.044, -0.048, 0.308)  0.145
H (-5.334, -0.860, -0.332)  0.416
H (-5.034, -0.419, 2.305)  0.384
C (3.175, -3.950, 4.095)  -0.467
C (4.422, -3.856, 3.268)  0.247
O (3.990, -3.005, 2.212)  -0.319
C (2.955, -2.307, 2.563)  0.269
O (2.489, -1.451, 1.852)  -0.120
O (2.557, -2.706, 3.794)  -0.241
F (4.799, -4.987, 2.779)  -0.265
H (3.399, -4.007, 5.160)  0.324
H (2.612, -4.778, 3.664)  0.235
H (5.254, -3.366, 3.775)  0.306
C (-1.881, 1.900, -4.450)  0.478
C (-0.558, 1.292, -4.899)  1.009
O (-0.102, 2.110, -5.908)  -0.385
C (-0.941, 3.090, -6.186)  0.596
O (-0.874, 4.015, -6.973)  -0.577
O (-2.098, 2.910, -5.456)  -0.441
F (-0.731, 0.110, -5.511)  -0.382
H (-1.857, 2.224, -3.410)  -0.209
H (-2.645, 1.130, -4.553)  0.013
H (0.158, 1.239, -4.079)  -0.096
C (-1.905, 6.152, -1.173)  -0.540
C (-1.709, 4.861, -0.417)  0.395
O (-1.341, 4.092, -1.491)  -0.107
C (-0.639, 4.766, -2.351)  0.615
O (0.096, 4.259, -3.223)  -0.559
O (-0.832, 6.038, -2.098)  -0.364
F (-2.899, 4.460, 0.083)  -0.322
H (-1.780, 7.058, -0.579)  0.294
H (-2.864, 6.171, -1.690)  0.277
H (-0.978, 4.928, 0.388)  0.284
C (0.326, -4.703, 0.812)  0.069
C (0.712, -4.677, -0.646)  0.451
O (1.542, -5.796, -0.850)  -0.350
C (2.074, -6.123, 0.413)  0.551
O (2.939, -7.006, 0.604)  -0.578
O (1.425, -5.420, 1.360)  -0.325
F (1.358, -3.574, -0.978)  -0.255
H (-0.543, -5.291, 1.109)  0.273
H (0.196, -3.743, 1.309)  -0.083
H (-0.127, -4.750, -1.339)  0.248
C (-4.703, -3.395, -3.763)  -0.439
C (-3.599, -2.817, -4.628)  0.234
O (-3.340, -1.595, -4.033)  -0.117
C (-4.505, -1.135, -3.499)  0.735
O (-4.730, 0.017, -3.055)  -0.583
O (-5.305, -2.190, -3.365)  -0.385
F (-4.227, -2.721, -5.749)  -0.284
H (-4.434, -3.903, -2.837)  0.231
H (-5.376, -4.046, -4.321)  0.301
H (-2.706, -3.431, -4.743)  0.396
C (0.293, -0.451, 4.975)  -0.383
C (-0.491, 0.011, 3.744)  1.508
O (-1.394, 0.921, 4.434)  -0.326
C (-1.466, 0.609, 5.731)  0.610
O (-2.160, 1.146, 6.604)  -0.624
O (-0.720, -0.419, 5.942)  -0.357
F (-1.107, -1.066, 3.220)  -0.209
H (1.052, 0.299, 5.193)  0.249
H (0.664, -1.472, 4.886)  0.316
H (0.124, 0.427, 2.946)  -0.770
C (1.327, 4.979, 3.614)  -0.563
C (-0.012, 4.328, 3.718)  0.388
O (0.321, 2.994, 3.299)  -0.175
C (1.640, 2.777, 3.276)  0.475
O (2.196, 1.777, 2.865)  -0.389
O (2.254, 3.943, 3.521)  -0.421
F (-0.895, 4.882, 2.905)  -0.227
H (1.606, 5.471, 4.546)  0.282
H (1.475, 5.759, 2.867)  0.300
H (-0.412, 4.369, 4.732)  0.264

Summary:
- energy relative to the best compared isomer or geometry (same formula, charge and spin) (kcal per mole) = 70.40
- LUMO energy (eV) = 0.016
- 2S+1 = 1
- energy (eV) = -108804.7860
- SMILES = O=C1OC[C@@H](F)O1.O=C1OC[C@@H](F)O1.O=C1OC[C@@H](F)O1.O=C1OC[C@@H](F)O1.O=C1OC[C@@H](F)O1.O=C1OC[C@@H](F)O1.O=C1OC[C@@H](F)O1.O=C1OC[C@@H](F)O1.C1CCOC1.C1CCOC1
- HOMO energy (eV) = -9.39

---

Molecular formula: C32H40N2O6
Method: DFT, the ωB97M-V functional and the def2-TZVPD basis

Last column: Mulliken charge in e.
CARTESIAN COORDINATES (ANGSTROEM)
C (0.962, 2.126, -4.658)  -1.139
C (1.854, 2.096, -3.442)  -0.150
O (2.456, 0.769, -3.367)  -0.347
C (2.662, 0.248, -2.143)  0.701
C (3.153, -1.141, -2.268)  -0.127
C (2.597, -2.021, -3.286)  0.599
C (3.355, -3.258, -3.695)  -1.162
O (1.525, -1.732, -3.829)  -0.701
C (4.345, -1.458, -1.511)  0.578
O (4.953, -2.535, -1.497)  -0.785
O (4.798, -0.400, -0.810)  -0.179
C (5.929, -0.766, 0.002)  -0.369
C (6.325, 0.457, 0.776)  -0.661
O (2.428, 0.847, -1.103)  -0.594
H (0.412, 3.071, -4.680)  0.399
H (1.521, 2.030, -5.594)  0.279
H (0.236, 1.309, -4.611)  0.262
H (2.677, 2.819, -3.496)  0.264
H (1.279, 2.269, -2.527)  0.195
H (4.260, -3.394, -3.100)  0.297
H (2.724, -4.145, -3.571)  0.244
H (3.615, -3.179, -4.759)  0.274
H (5.625, -1.588, 0.661)  0.330
H (6.737, -1.130, -0.643)  0.334
H (7.132, 0.210, 1.467)  0.433
H (6.683, 1.248, 0.111)  0.294
H (5.485, 0.840, 1.360)  -0.160
C (-6.033, 0.185, 1.491)  -0.968
N (-4.695, -0.335, 1.319)  0.262
C (-4.478, -1.656, 1.049)  0.263
O (-5.346, -2.518, 0.938)  -0.703
C (-2.970, -1.847, 0.905)  0.121
C (-2.536, -2.309, -0.486)  -0.801
C (-3.126, -3.634, -0.896)  0.367
C (-3.946, -3.708, -2.026)  -0.403
C (-4.609, -4.899, -2.323)  -0.569
C (-4.399, -6.034, -1.532)  -0.423
C (-3.489, -5.986, -0.470)  -0.685
C (-2.840, -4.787, -0.157)  -0.208
N (-2.445, -0.525, 1.244)  0.537
C (-1.108, -0.307, 1.245)  0.506
C (-0.524, 0.916, 1.539)  0.399
C (0.839, 1.194, 1.477)  -0.501
C (1.403, 2.400, 2.017)  0.803
C (2.810, 2.528, 2.187)  -0.358
C (3.373, 3.697, 2.670)  -0.504
C (2.571, 4.799, 3.000)  1.222
C (3.210, 6.061, 3.468)  -1.393
C (1.182, 4.683, 2.887)  -0.959
C (0.602, 3.509, 2.428)  -0.564
C (-3.496, 0.478, 1.509)  0.134
C (-3.479, 1.618, 0.484)  -1.517
C (-3.473, 1.018, 2.949)  -1.564
H (-6.746, -0.570, 1.159)  0.372
H (-6.228, 0.427, 2.542)  0.307
H (-6.157, 1.091, 0.891)  0.316
H (-2.642, -2.583, 1.660)  0.289
H (-2.816, -1.528, -1.208)  0.380
H (-1.439, -2.369, -0.485)  0.573
H (-4.092, -2.816, -2.641)  0.325
H (-5.305, -4.937, -3.163)  0.365
H (-4.931, -6.961, -1.754)  0.365
H (-3.298, -6.877, 0.130)  0.368
H (-2.132, -4.741, 0.675)  0.359
H (-0.486, -1.177, 1.008)  0.606
H (-1.200, 1.721, 1.819)  -0.834
H (1.520, 0.477, 1.015)  0.170
H (3.433, 1.676, 1.925)  0.083
H (4.452, 3.770, 2.808)  0.420
H (2.461, 6.837, 3.649)  0.367
H (3.782, 5.903, 4.392)  0.321
H (3.916, 6.427, 2.711)  0.334
H (0.550, 5.523, 3.181)  0.279
H (-0.484, 3.453, 2.371)  0.218
H (-3.599, 1.196, -0.524)  0.344
H (-4.309, 2.305, 0.691)  0.471
H (-2.541, 2.177, 0.522)  0.412
H (-3.625, 0.187, 3.652)  0.404
H (-2.528, 1.510, 3.188)  0.331
H (-4.285, 1.746, 3.082)  0.454

Summary:
- energy relative to the best compared isomer or geometry (same formula, charge and spin) (kcal per mole) = 22.82
- LUMO energy (eV) = -2.409
- 2S+1 = 1
- energy (eV) = -49096.7589
- HOMO energy (eV) = -6.02

---

Molecular formula: C32H41BiGe2IN2O3
Method: DFT, the ωB97M-V functional and the def2-TZVPD basis

Last column: Mulliken charge in e.
CARTESIAN COORDINATES (ANGSTROEM)
Bi (-0.706, 0.877, -0.275)  0.544
C (-1.750, 3.793, 3.563)  -1.346
C (-2.023, 2.321, 3.674)  0.494
N (-2.202, 1.797, 4.860)  -0.599
C (-2.493, 0.477, 4.984)  -1.278
C (-2.664, -0.355, 3.920)  0.567
C (-3.084, -1.779, 4.159)  -1.015
O (-2.345, -2.640, 3.287)  -0.463
C (-2.427, 0.168, 2.618)  0.358
C (-2.796, -0.633, 1.473)  0.109
N (-2.351, -0.559, 0.262)  -0.127
C (-2.995, -1.370, -0.798)  1.371
C (-3.559, -2.671, -0.333)  -1.451
C (-4.893, -2.763, -0.243)  -0.206
C (-5.832, -1.712, -0.683)  -0.489
C (-5.406, -0.696, -1.449)  -1.167
C (-3.980, -0.689, -1.696)  0.415
I (-2.192, 2.810, -1.653)  -0.251
C (-2.079, 1.526, 2.475)  0.877
O (-1.853, 2.093, 1.329)  -0.849
H (-1.262, 4.143, 4.471)  0.386
H (-1.142, 4.020, 2.689)  0.322
H (-2.691, 4.338, 3.455)  0.384
H (-2.606, 0.108, 5.998)  0.369
H (-2.893, -2.026, 5.203)  0.470
H (-4.161, -1.890, 3.985)  0.380
H (-2.584, -3.551, 3.483)  0.296
H (-3.575, -1.373, 1.634)  0.549
H (-2.893, -3.456, 0.012)  0.441
H (-5.325, -3.669, 0.171)  0.497
H (-6.881, -1.822, -0.437)  0.464
H (-6.078, 0.040, -1.876)  0.477
C (2.779, 1.814, 3.533)  -1.231
C (1.453, 1.940, 2.768)  -0.276
Ge (1.054, 0.386, 1.667)  -0.014
C (0.861, -1.343, 2.536)  -0.085
C (2.120, -1.707, 3.333)  -1.319
C (2.514, 0.248, 0.370)  -1.500
C (2.637, 0.310, -0.967)  1.840
Ge (1.091, 0.200, -2.223)  0.062
C (0.889, -1.626, -2.895)  -0.146
C (1.482, -1.935, -4.278)  -1.213
C (0.882, 1.733, -3.407)  -0.241
C (1.909, 1.944, -4.527)  -1.344
C (4.000, 0.383, -1.597)  0.493
C (5.162, 0.555, -0.835)  -0.621
C (6.410, 0.620, -1.432)  -0.861
C (6.539, 0.530, -2.814)  -0.419
C (5.402, 0.384, -3.590)  -1.310
C (4.156, 0.317, -2.980)  0.019
H (3.063, 2.785, 3.943)  0.403
H (3.603, 1.480, 2.897)  0.222
H (2.700, 1.118, 4.368)  0.323
H (1.481, 2.786, 2.079)  0.389
H (0.622, 2.111, 3.453)  0.240
H (0.682, -2.070, 1.740)  0.418
H (-0.027, -1.332, 3.163)  0.133
H (3.023, -1.686, 2.717)  0.285
H (2.022, -2.718, 3.733)  0.424
H (2.274, -1.036, 4.178)  0.278
H (3.457, 0.194, 0.919)  0.024
H (-0.180, -1.834, -2.897)  0.340
H (1.335, -2.249, -2.116)  0.491
H (1.110, -1.255, -5.049)  0.267
H (1.191, -2.946, -4.572)  0.435
H (2.568, -1.903, -4.290)  0.296
H (0.865, 2.595, -2.738)  0.511
H (-0.126, 1.654, -3.819)  0.228
H (2.905, 2.151, -4.140)  0.394
H (1.602, 2.802, -5.129)  0.433
H (1.979, 1.084, -5.198)  0.260
H (5.108, 0.653, 0.242)  0.477
H (7.290, 0.752, -0.814)  0.415
H (7.516, 0.587, -3.277)  0.405
H (5.479, 0.330, -4.670)  0.415
H (3.287, 0.221, -3.610)  0.369
C (-2.876, -0.489, -4.094)  -1.073
C (-3.065, -0.773, -2.662)  0.351
O (-2.039, -1.374, -1.907)  -0.328
H (-2.901, -1.413, -4.677)  0.306
H (-1.905, -0.014, -4.256)  0.114
H (-3.661, 0.177, -4.447)  0.389

Summary:
- energy relative to the best compared isomer or geometry (same formula, charge and spin) (kcal per mole) = 34.26
- LUMO energy (eV) = -4.218
- 2S+1 = 1
- energy (eV) = -169934.7222
- charge = +1
- HOMO energy (eV) = -10.38

---

Q: Which of these has the highest energy?
A: C32H40N2O6

---

Q: Number 3 is which compound?
A: C32H41BiGe2IN2O3